1.
ORCA calculation (ωB97M-V/def2-TZVPD) on a structure of composition C25H45Cl2MoO4P.

Last column: Mulliken spin population.
Cartesian coordinates (Å):
Mo -0.1274 -0.2098 -0.2764  1.818
P 0.0516 0.5283 -2.4977  -0.014
Cl 1.1766 1.4433 0.7826  0.115
C -1.8433 0.5566 0.0464  -0.344
H -2.8520 0.2328 -0.2629  0.020
H -1.8508 1.5445 0.5485  0.019
C 1.9012 0.7528 -2.6623  -0.043
C -0.7756 2.2038 -2.5756  -0.022
C 2.4387 0.8154 -4.1023  -0.005
H 2.0980 1.7281 -2.1814  -0.002
C 3.9293 1.1873 -4.0770  0.000
H 2.3052 -0.1600 -4.5904  0.000
H 1.8909 1.5509 -4.7088  0.001
C 4.7699 0.2822 -3.1632  0.001
H 4.3241 1.1564 -5.0985  0.000
H 4.0306 2.2264 -3.7276  0.000
C 4.1418 0.0670 -1.7838  0.000
H 4.9092 -0.6949 -3.6490  0.000
H 5.7705 0.7113 -3.0453  0.000
C 2.6525 -0.3171 -1.8697  0.060
H 4.6858 -0.7046 -1.2277  0.000
H 4.2190 0.9924 -1.1970  0.001
H 2.5466 -1.2913 -2.3724  -0.010
H 2.2686 -0.4166 -0.8337  -0.014
C -0.5993 -0.5615 -3.8669  0.014
C -2.2850 2.0682 -2.8164  0.013
H -0.6231 2.6182 -1.5633  -0.001
C -2.9751 3.4333 -2.7143  0.006
H -2.4530 1.6367 -3.8140  0.006
H -2.7344 1.3761 -2.0962  -0.011
C -2.3433 4.4915 -3.6251  -0.001
H -4.0367 3.3177 -2.9605  0.000
H -2.9271 3.7814 -1.6727  0.000
C -0.8116 4.5388 -3.5411  0.001
H -2.6486 4.3011 -4.6642  0.000
H -2.7474 5.4780 -3.3693  0.000
C -0.1377 3.1624 -3.5906  0.003
H -0.4149 5.1590 -4.3521  0.000
H -0.5287 5.0287 -2.5991  0.000
H -0.2267 2.7359 -4.6005  -0.001
H 0.9358 3.2832 -3.3963  -0.001
C 0.1491 -1.8954 -3.9419  0.024
H -1.6394 -0.7659 -3.5501  0.009
C -0.5987 -2.8685 -4.8589  -0.001
H 1.1656 -1.7216 -4.3223  0.005
H 0.2750 -2.3489 -2.9503  -0.028
C -0.8471 -2.2894 -6.2578  0.000
H -0.0339 -3.8050 -4.9296  0.000
H -1.5650 -3.1127 -4.3961  0.001
C -1.3970 -0.8569 -6.2322  0.001
H 0.0919 -2.3128 -6.8294  0.000
H -1.5459 -2.9376 -6.7971  0.000
C -0.6568 0.0746 -5.2613  -0.003
H -1.3707 -0.4252 -7.2393  0.000
H -2.4518 -0.8975 -5.9289  0.000
H 0.3648 0.2573 -5.6235  0.001
H -1.1609 1.0482 -5.2460  -0.001
C 0.1605 -2.3106 -0.3213  0.074
C -1.2661 -2.0092 -0.5730  0.221
H 0.7907 -2.6440 -1.1583  0.030
C -2.3119 -2.3454 0.4754  0.024
H -1.6086 -2.0922 -1.6153  -0.002
C -1.7563 -2.5669 1.8913  0.007
H -3.0908 -1.5826 0.5230  0.001
H -2.8164 -3.2711 0.1455  0.006
C -0.5211 -3.4685 1.8842  0.001
H -1.5203 -1.6202 2.4076  0.002
H -2.5269 -3.0559 2.5091  -0.001
C 0.6139 -2.8408 1.0400  0.008
H -0.1625 -3.6261 2.9143  0.000
H -0.7851 -4.4613 1.4834  0.000
H 1.1448 -2.0754 1.6381  0.007
H 1.3645 -3.6305 0.8665  0.003
O 0.5699 0.7170 5.8539  0.000
Cl 0.0817 -0.3085 4.9413  0.000
O 0.5340 -1.6350 5.3742  0.000
O -1.3865 -0.2885 4.8752  0.000
O 0.6131 -0.0545 3.5871  0.000

LUMO energy (alpha / beta)   -1.27 / -2.81 eV
E_HOMO (alpha / beta)   -8.048 / -8.048 eV
2S+1   3

2.
ORCA calculation (ωB97M-V/def2-TZVPD) on a cluster of 7 separate species, C25H45FO25S in total.

Last column: Löwdin charge in e.
Cartesian coordinates (Å):
O 8.7117 1.0443 0.3755  0.094
C 7.9983 1.9239 0.7553  -0.328
O 6.7054 1.7239 1.0440  0.004
C 5.9054 2.8973 1.1913  -0.154
C 5.2078 3.2644 -0.1360  -0.054
C 3.6960 3.4721 -0.0737  -0.165
O 3.2497 3.5647 -1.4563  0.085
C 2.7618 2.3535 -1.8399  -0.528
O 2.2384 2.1229 -2.8639  0.226
O 2.9722 1.4583 -0.7974  0.133
C 2.8541 2.2740 0.3569  -0.475
F 3.3357 1.6255 1.4435  0.103
C 1.3822 2.6085 0.6416  -0.115
S 0.3200 1.1488 0.5337  0.703
O 0.9161 0.0409 1.2199  -0.317
O -0.1025 0.9845 -0.8230  -0.315
H 8.3712 2.9526 0.8804  0.151
H 5.1904 2.7065 1.9846  0.121
H 6.5249 3.7329 1.5255  0.119
H 5.4604 2.5475 -0.9142  0.142
H 5.6180 4.2201 -0.4692  0.130
H 3.4328 4.4189 0.3945  0.172
H 0.9655 3.3599 -0.0297  0.128
H 1.2697 2.9809 1.6619  0.123
H -0.7624 1.5537 1.2514  0.083
C -4.0108 4.4005 4.5849  -0.040
O -3.5515 3.5586 3.5234  -0.005
C -4.5272 2.9074 2.8839  -0.625
O -5.7011 2.9825 3.1289  0.132
O -3.9703 2.1626 1.9296  -0.008
C -4.9002 1.3987 1.1514  -0.028
H -3.1244 4.8611 5.0112  0.092
H -4.6772 5.1710 4.2021  0.098
H -4.5215 3.8138 5.3458  0.098
H -5.5993 2.0522 0.6341  0.097
H -5.4420 0.6975 1.7830  0.094
H -4.3109 0.8517 0.4212  0.094
C -5.4624 0.1105 -4.0530  -0.027
O -6.2531 1.2437 -4.4251  0.010
C -6.9948 1.7337 -3.4352  -0.624
O -7.0623 1.2900 -2.3163  0.108
O -7.6572 2.7956 -3.8914  0.007
C -8.5043 3.4218 -2.9245  -0.038
H -4.9229 -0.1978 -4.9432  0.096
H -4.7519 0.3791 -3.2734  0.097
H -6.0976 -0.7060 -3.7141  0.089
H -7.9210 3.7840 -2.0800  0.096
H -9.2682 2.7289 -2.5770  0.098
H -8.9731 4.2597 -3.4318  0.093
C -8.1676 -3.9925 -3.1505  -0.038
O -6.7594 -3.7459 -3.1346  -0.018
C -6.0117 -4.8355 -2.9444  -0.628
O -6.4238 -5.9555 -2.8008  0.130
O -4.7327 -4.4616 -2.9369  0.001
C -3.8072 -5.5339 -2.7330  -0.035
H -8.6465 -3.0314 -3.3156  0.094
H -8.4299 -4.6747 -3.9566  0.098
H -8.4933 -4.3980 -2.1939  0.096
H -3.8919 -6.2694 -3.5305  0.098
H -3.9788 -6.0093 -1.7693  0.099
H -2.8181 -5.0860 -2.7501  0.094
C 14.4511 1.1560 -3.0676  -0.046
O 13.0752 1.1438 -2.6854  -0.001
C 12.7537 0.1669 -1.8307  -0.625
O 13.5167 -0.6536 -1.3901  0.120
O 11.4574 0.2637 -1.5582  0.011
C 10.9633 -0.7269 -0.6486  -0.041
H 14.5670 1.9897 -3.7543  0.091
H 15.0904 1.3045 -2.1992  0.096
H 14.7195 0.2280 -3.5691  0.096
H 11.4689 -0.6477 0.3122  0.100
H 11.1045 -1.7248 -1.0617  0.098
H 9.9081 -0.5277 -0.5142  0.059
C 3.4154 -1.1613 2.9212  -0.035
O 4.8196 -0.8801 2.9829  0.003
C 5.5952 -1.9424 3.1813  -0.623
O 5.2231 -3.0794 3.3102  0.125
O 6.8646 -1.5290 3.2121  -0.002
C 7.8176 -2.5751 3.4068  -0.041
H 2.9243 -0.2148 2.7448  0.054
H 3.1906 -1.8367 2.0989  0.104
H 3.0662 -1.5872 3.8606  0.101
H 7.7653 -3.2981 2.5949  0.098
H 7.6508 -3.0755 4.3591  0.096
H 8.7936 -2.0982 3.4089  0.092
C -7.3203 -2.0747 0.0701  -0.026
O -8.6268 -2.2541 0.6231  0.008
C -8.6755 -3.1106 1.6430  -0.623
O -7.7409 -3.7087 2.1083  0.126
O -9.9399 -3.1919 2.0588  0.003
C -10.1391 -4.0842 3.1578  -0.040
H -7.4224 -1.3592 -0.7418  0.092
H -6.6362 -1.6751 0.8167  0.091
H -6.9364 -3.0153 -0.3211  0.090
H -9.5664 -3.7595 4.0244  0.097
H -9.8547 -5.0987 2.8849  0.097
H -11.2003 -4.0498 3.3860  0.093

LUMO energy   -0.01 eV
E_HOMO   -10.628 eV
SMILES string   O=COCC[C@H]1OC(=O)O[C@]1(F)C[SH](=O)=O.COC(=O)OC.COC(=O)OC.COC(=O)OC.COC(=O)OC.COC(=O)OC.COC(=O)OC

3.
ORCA calculation (ωB97M-V/def2-TZVPD) on a cluster of 5 separate species, C25H45NO9 in total.

Last column: Löwdin charge in e.
Cartesian coordinates (Å):
C 5.9087 4.8149 5.3822  -0.118
C 6.2140 4.9485 3.7858  -0.240
C 4.8572 4.5493 3.0361  -0.211
C 4.8443 4.8454 1.4599  -0.189
N 6.1182 4.5456 0.7491  0.047
C 6.6009 3.1996 0.9883  -0.091
C 5.9548 1.9378 1.0249  0.017
C 4.4060 1.6718 0.8267  -0.129
O 3.8679 2.2559 -0.3892  -0.159
O 2.4944 2.3053 -0.2499  -0.059
C 7.1409 0.9407 1.3308  -0.308
O 7.1503 -0.2968 1.2964  0.102
O 8.3941 1.5900 1.6546  0.090
C 8.1427 2.9570 1.2601  -0.294
O 9.1205 3.7097 1.1835  0.118
H 5.5220 5.8336 5.7082  0.075
H 5.0648 4.0430 5.4696  0.073
H 6.8372 4.4708 5.9509  0.077
H 6.9932 4.1263 3.5623  0.102
H 6.6308 5.9666 3.4986  0.114
H 4.5313 3.4720 3.2858  0.103
H 4.0293 5.2139 3.4921  0.123
H 4.6507 5.9746 1.3353  0.135
H 3.9278 4.3291 1.0159  0.113
H 6.8851 5.1801 1.0453  0.129
H 4.2013 0.5375 0.7462  0.151
H 3.8847 2.0646 1.7795  0.128
H 2.2080 1.6279 0.4155  0.111
C -1.8914 2.5652 -2.8729  -0.171
C -0.4097 2.8217 -2.7196  -0.170
C -0.3671 3.7036 -1.4869  -0.200
O -1.4803 3.3218 -0.6653  -0.141
C -2.3460 2.4707 -1.4305  -0.200
H -2.1246 1.6701 -3.4519  0.113
H -2.3682 3.4224 -3.3598  0.115
H 0.1108 1.8792 -2.5226  0.094
H 0.0483 3.2882 -3.5934  0.116
H -0.4906 4.7601 -1.7492  0.117
H 0.5609 3.5913 -0.9232  0.093
H -2.2372 1.4512 -1.0465  0.097
H -3.3837 2.7847 -1.2968  0.117
C -0.5528 -3.1504 -2.0169  -0.166
C 0.0175 -2.1997 -0.9866  -0.174
C -0.4763 -0.8571 -1.4896  -0.218
O -1.7243 -1.0950 -2.1521  -0.142
C -1.8910 -2.5102 -2.3294  -0.199
H -0.6453 -4.1784 -1.6630  0.117
H 0.0793 -3.1514 -2.9110  0.117
H -0.4167 -2.4134 -0.0041  0.111
H 1.1043 -2.2480 -0.8972  0.113
H 0.2157 -0.4283 -2.2226  0.113
H -0.6207 -0.1342 -0.6824  0.110
H -2.6639 -2.8464 -1.6320  0.103
H -2.2275 -2.7164 -3.3468  0.113
C -6.4648 -4.8930 -2.7776  -0.173
C -5.9751 -5.1515 -4.1856  -0.177
C -4.6327 -4.4463 -4.1866  -0.206
O -4.1270 -4.5151 -2.8462  -0.165
C -5.1781 -4.9626 -1.9795  -0.199
H -7.2169 -5.6057 -2.4357  0.116
H -6.8916 -3.8868 -2.7118  0.118
H -5.8328 -6.2264 -4.3374  0.116
H -6.6500 -4.7841 -4.9604  0.115
H -4.7392 -3.3886 -4.4512  0.119
H -3.9176 -4.9064 -4.8726  0.119
H -4.9510 -5.9923 -1.6822  0.120
H -5.2055 -4.3389 -1.0827  0.111
C -3.4968 -3.4522 2.0961  -0.179
C -4.2726 -2.4366 2.9063  -0.177
C -5.7042 -2.7501 2.5165  -0.205
O -5.7561 -4.1529 2.2226  -0.143
C -4.4167 -4.6568 2.1381  -0.208
H -2.5015 -3.6624 2.4913  0.114
H -3.3885 -3.0999 1.0646  0.104
H -4.1265 -2.6248 3.9749  0.116
H -3.9917 -1.4024 2.7006  0.115
H -5.9982 -2.2067 1.6121  0.116
H -6.4164 -2.5150 3.3107  0.117
H -4.2314 -5.2667 3.0290  0.118
H -4.3175 -5.2915 1.2546  0.108

LUMO energy   -0.91 eV
E_HOMO   -9.258 eV
SMILES string   CCCCNC1=C(COO)C(=O)OC1=O.C1CCOC1.C1CCOC1.C1CCOC1.C1CCOC1